1.
{"formula": "C42H31AgBrN5O2S3", "method": "ωB97M-V/def2-TZVPD", "symbols": ["Ag", "S", "C", "C", "C", "C", "C", "C", "N", "C", "C", "C", "C", "C", "C", "C", "H", "H", "H", "H", "H", "H", "H", "H", "C", "C", "N", "C", "C", "C", "C", "C", "C", "C", "C", "N", "C", "N", "H", "H", "H", "H", "H", "H", "H", "H", "H", "S", "C", "C", "C", "C", "C", "C", "H", "H", "H", "H", "H", "O", "C", "O", "C", "C", "C", "C", "S", "C", "C", "H", "H", "H", "H", "H", "Br", "C", "C", "C", "N", "C", "C", "H", "H", "H", "H"], "coordinates": [[-1.336, -0.911, 2.814], [-1.098, -3.176, -0.511], [-0.918, -2.400, -2.047], [-1.721, -2.479, -3.183], [-1.371, -1.721, -4.285], [-0.247, -0.888, -4.257], [0.550, -0.811, -3.131], [0.221, -1.582, -2.015], [0.936, -1.611, -0.824], [0.375, -2.387, 0.035], [0.909, -2.727, 1.376], [2.060, -3.522, 1.374], [2.628, -3.927, 2.568], [2.034, -3.521, 3.758], [0.897, -2.725, 3.733], [0.270, -2.294, 2.546], [-2.602, -3.108, -3.198], [-1.987, -1.752, -5.176], [-0.011, -0.276, -5.118], [1.401, -0.141, -3.098], [2.517, -3.797, 0.430], [3.523, -4.539, 2.570], [2.463, -3.820, 4.710], [0.478, -2.418, 4.686], [0.974, 3.219, 4.347], [0.404, 1.960, 4.403], [0.453, 1.097, 3.391], [1.084, 1.454, 2.281], [1.699, 2.699, 2.115], [1.615, 3.594, 3.177], [2.309, 3.145, 0.849], [2.959, 2.479, -0.110], [3.404, 1.076, -0.158], [3.692, 0.508, -1.397], [4.161, -0.790, -1.392], [4.341, -1.490, -0.274], [4.017, -0.858, 0.852], [3.578, 0.386, 0.973], [0.881, 3.899, 5.183], [-0.145, 1.633, 5.279], [1.068, 0.730, 1.475], [2.042, 4.586, 3.075], [2.152, 4.203, 0.648], [3.194, 3.033, -1.014], [3.531, 1.074, -2.309], [4.401, -1.295, -2.323], [4.124, -1.421, 1.772], [-3.337, 0.240, 3.517], [-2.940, 1.950, 3.646], [-3.302, 2.677, 4.787], [-3.025, 4.033, 4.898], [-2.377, 4.708, 3.872], [-2.010, 3.999, 2.733], [-2.284, 2.646, 2.622], [-3.802, 2.154, 5.593], [-3.316, 4.565, 5.798], [-2.156, 5.766, 3.959], [-1.492, 4.501, 1.923], [-1.972, 2.100, 1.743], [1.002, -1.343, -8.860], [0.460, -0.098, -8.693], [-0.343, 0.289, -9.506], [0.918, 0.658, -7.515], [0.142, 1.725, -7.050], [0.515, 2.447, -5.940], [1.705, 2.168, -5.225], [2.167, 3.057, -3.828], [2.489, 1.102, -5.727], [2.104, 0.370, -6.828], [1.496, -1.569, -8.064], [-0.777, 1.958, -7.573], [-0.114, 3.254, -5.584], [3.417, 0.869, -5.219], [2.770, -0.419, -7.169], [-3.022, 1.644, -4.301], [-2.249, 1.331, -2.595], [-1.096, 1.997, -2.231], [-0.587, 1.724, -0.967], [-1.130, 0.857, -0.117], [-2.242, 0.232, -0.496], [-2.844, 0.433, -1.730], [-0.574, 2.675, -2.894], [0.318, 2.225, -0.645], [-2.677, -0.452, 0.226], [-3.742, -0.103, -2.003]], "lowdin_charge": [0.511, 1.059, -0.495, -0.112, -0.110, -0.084, -0.004, -0.306, 0.142, -0.550, -0.314, -0.090, -0.132, -0.132, -0.172, -0.221, 0.100, 0.097, 0.080, 0.096, 0.103, 0.087, 0.083, 0.065, -0.076, -0.155, 0.058, -0.102, -0.198, -0.042, -0.056, -0.049, -0.270, -0.026, -0.147, 0.077, -0.211, 0.148, 0.096, 0.108, 0.092, 0.108, 0.109, 0.074, 0.050, 0.102, 0.102, 0.375, -0.747, -0.161, -0.131, -0.139, -0.114, -0.145, 0.081, 0.084, 0.082, 0.098, 0.062, 0.077, -0.496, 0.078, -0.193, -0.048, -0.145, -0.788, 0.461, -0.146, -0.067, 0.080, 0.114, 0.084, 0.088, 0.105, 0.729, -0.673, -0.106, -0.118, 0.071, -0.162, -0.112, 0.061, 0.091, 0.075, 0.102], "homo_ha": -0.0939, "total_charge": -2, "spin_multiplicity": 1}

2.
{"formula": "C4H9ClSi", "method": "ωB97M-V/def2-TZVPD", "symbols": ["C", "C", "C", "C", "Si", "Cl", "H", "H", "H", "H", "H", "H", "H", "H", "H"], "coordinates": [[1.009, 1.650, -0.469], [1.283, 0.331, -0.356], [1.996, 2.501, -1.220], [-1.503, -2.090, 1.742], [-1.791, -1.943, -0.103], [-3.423, -0.718, -0.511], [0.079, 2.095, 0.025], [1.826, -0.579, -0.481], [2.823, 1.788, -1.653], [2.534, 3.238, -0.548], [1.454, 3.054, -2.012], [-0.822, -2.811, 1.999], [-0.956, -1.151, 2.110], [-2.411, -2.282, 2.363], [-2.099, -3.083, -0.885]], "nbo_charge": [-0.305, -0.143, -0.643, -1.138, 1.023, -0.418, 0.225, 0.199, 0.218, 0.220, 0.221, 0.239, 0.258, 0.250, -0.207], "homo_ha": [-0.3047, -0.2776], "total_charge": 0, "spin_multiplicity": 1}

3.
{"formula": "C9H13O3", "method": "ωB97M-V/def2-TZVPD", "symbols": ["O", "O", "C", "C", "C", "C", "C", "C", "C", "C", "O", "C", "H", "H", "H", "H", "H", "H", "H", "H", "H", "H", "H", "H", "H"], "coordinates": [[-1.861, 0.426, 1.036], [-0.891, -0.350, 0.928], [-1.151, 3.345, 1.233], [-2.227, 3.630, 2.294], [-3.390, 2.706, 2.324], [-4.541, 3.043, 1.665], [-5.735, 2.336, 1.804], [-5.817, 1.224, 2.680], [-4.713, 0.835, 3.386], [-3.419, 1.571, 3.327], [-3.032, 2.142, 4.586], [-7.108, 0.443, 2.827], [-0.345, 4.077, 1.337], [-0.730, 2.350, 1.402], [-1.550, 3.381, 0.207], [-1.751, 3.616, 3.289], [-2.633, 4.649, 2.133], [-4.520, 3.941, 1.040], [-6.625, 2.685, 1.281], [-4.762, -0.011, 4.082], [-2.686, 0.805, 3.027], [-2.886, 1.409, 5.222], [-7.915, 0.874, 2.235], [-6.985, -0.608, 2.530], [-7.432, 0.446, 3.874]], "nbo_charge": [0.003, 0.001, -0.593, -0.449, 0.075, -0.237, -0.180, -0.049, -0.173, -0.008, -0.719, -0.629, 0.209, 0.199, 0.203, 0.234, 0.207, 0.206, 0.205, 0.192, 0.180, 0.469, 0.213, 0.220, 0.219], "homo_ha": [-0.2592, -0.3246], "total_charge": 0, "spin_multiplicity": 4}

4.
{"formula": "C16H33NO2OsP2", "method": "ωB97M-V/def2-TZVPD", "symbols": ["Os", "P", "P", "N", "H", "C", "H", "H", "H", "C", "H", "H", "H", "C", "H", "H", "H", "C", "H", "H", "H", "C", "H", "H", "H", "C", "H", "H", "H", "C", "C", "C", "C", "C", "C", "H", "H", "H", "H", "H", "C", "O", "C", "H", "H", "H", "C", "H", "H", "H", "C", "O", "H", "H", "H"], "coordinates": [[-0.038, 0.026, 0.434], [-1.601, -1.377, 1.376], [2.191, 1.492, -1.552], [0.654, -1.561, -0.076], [-2.906, 4.177, 0.771], [-3.134, -1.427, 0.397], [-3.912, -1.882, 1.025], [-2.962, -2.051, -0.490], [-3.439, -0.418, 0.096], [-2.141, -1.016, 3.095], [-3.014, -1.626, 3.360], [-2.378, 0.046, 3.207], [-1.309, -1.266, 3.764], [-1.214, -3.156, 1.629], [-1.993, -3.569, 2.283], [-0.241, -3.273, 2.119], [-1.221, -3.684, 0.670], [2.025, 2.380, -3.121], [2.948, 2.904, -3.410], [1.221, 3.124, -3.023], [1.759, 1.673, -3.918], [2.722, 2.700, -0.319], [3.573, 3.273, -0.718], [3.044, 2.176, 0.591], [1.903, 3.391, -0.078], [3.498, 0.247, -1.649], [4.416, 0.671, -2.082], [3.183, -0.608, -2.258], [3.736, -0.107, -0.638], [1.300, -2.543, -0.710], [1.497, -4.147, -2.533], [0.837, -3.079, -1.957], [2.481, -3.094, -0.119], [3.125, -4.161, -0.713], [2.630, -4.699, -1.910], [1.136, -4.559, -3.478], [-0.041, -2.605, -2.406], [2.806, -2.640, 0.821], [4.012, -4.574, -0.234], [3.131, -5.556, -2.361], [-2.388, 3.311, 0.952], [-0.300, 0.657, 2.068], [-3.445, 2.224, 0.689], [-4.459, 2.624, 0.854], [-3.322, 1.343, 1.329], [-3.449, 1.906, -0.356], [-1.978, 3.440, 2.439], [-2.403, 4.375, 2.823], [-0.894, 3.534, 2.553], [-2.369, 2.630, 3.074], [-1.235, 3.344, -0.078], [0.788, 0.899, -1.207], [-1.332, 2.555, -0.834], [-0.260, 3.228, 0.403], [-1.238, 4.324, -0.595]], "nbo_charge": [0.963, 1.186, 1.926, -0.733, 0.185, -0.972, 0.223, 0.243, 0.253, -0.942, 0.213, 0.257, 0.249, -0.949, 0.221, 0.252, 0.243, -1.001, 0.247, 0.266, 0.262, -1.013, 0.244, 0.268, 0.270, -1.014, 0.249, 0.280, 0.272, 0.109, -0.148, -0.287, -0.254, -0.214, -0.284, 0.198, 0.212, 0.214, 0.209, 0.206, -0.229, -0.842, -0.597, 0.203, 0.200, 0.200, -0.592, 0.193, 0.216, 0.210, -0.608, -1.074, 0.215, 0.203, 0.194], "homo_ha": [-0.1771, -0.2513], "total_charge": 0, "spin_multiplicity": 5}

Looking at DFT total energy for the records above, in order, we have -162153.988, -24690.141, -15680.766, -43754.114 eV.
Looking at relative energy (zero: lowest compared OMol25 entry of this formula, charge and spin) for the records above, in order, we have 0.000, 5.317, 0.094, 0.000 eV.